Record 1
The following is a quantum chemistry calculation of one molecule with the formula C2H4F2 in a non-equilibrium geometry, from OMol25.

The electronic energy is -278.2634 Ha. Its LUMO energy is 0.0416 Eh. Its structure (SMILES) is FCCF. The value obtained for the energy above the lowest of the compared OMol25 structures with the same formula, charge and spin is 45.0 kcal per mole. The orbital gap comes out at 13.193 eV.

The geometry in ORCA input format:
```
! RIJCOSX wB97M-V def2-TZVPD def2/J DEFGRID3
* xyz 0 1
F -0.672 -0.765 -1.358
C -0.717 -0.286 -0.006
C 0.648 0.433 0.021
F 0.932 0.480 1.450
H -1.473 0.368 0.429
H -0.712 -1.212 0.602
H 1.342 -0.214 -0.623
H 0.652 1.196 -0.515
*
```

---

Record 2
The following is a quantum chemistry calculation of C2H4F6N3P3 as an isolated structure in a non-equilibrium geometry, from OMol25.

The electronic energy is -1866.4196 Ha. Its LUMO energy is 0.0132 Eh. The value obtained for the energy above the lowest of the compared OMol25 structures with the same formula, charge and spin is 2.0 kcal per mole. The orbital gap comes out at 10.701 eV.

The geometry in ORCA input format:
```
! RIJCOSX wB97M-V def2-TZVPD def2/J DEFGRID3
* xyz 0 1
C 0.220 1.149 -0.001
C 0.867 2.438 -0.544
N 1.187 0.204 0.564
N -1.513 -1.076 -1.043
N -0.709 -1.499 1.669
F -1.448 0.958 -2.387
F 0.555 -0.183 -2.251
F 1.776 -2.147 1.323
F 1.340 -0.719 3.039
F -0.730 -3.400 -0.158
F -2.816 -2.432 0.686
P -0.660 0.163 -1.271
P 0.771 -0.936 1.507
P -1.395 -1.971 0.313
H -0.543 1.369 0.822
H 1.764 2.236 -1.285
H 1.088 3.034 0.362
H 0.245 2.810 -1.345
*
```

---

Record 3
The following is a quantum chemistry calculation of C2H4I2N2 as an isolated structure in a non-equilibrium geometry, from OMol25.

The electronic energy is -783.4177 Ha. Its LUMO energy is -0.0187 Eh. The value obtained for the energy above the lowest of the compared OMol25 structures with the same formula, charge and spin is 4.3 kcal per mole. The orbital gap comes out at 8.902 eV.

The geometry in ORCA input format:
```
! RIJCOSX wB97M-V def2-TZVPD def2/J DEFGRID3
* xyz 0 1
C -1.759 0.195 0.428
C 1.545 -0.290 -0.518
N -0.683 0.044 -0.465
N 0.346 -0.233 0.159
I 2.780 -2.037 0.015
I 2.599 1.560 0.016
H -1.976 1.282 0.319
H -1.814 -0.053 1.547
H -2.651 -0.205 0.053
H 1.612 -0.262 -1.554
*
```

---

Record 4
The following is a quantum chemistry calculation of a 2-piece molecular cluster, C2H4I2N2O overall in a non-equilibrium geometry, from OMol25.

The electronic energy is -858.6817 Ha. Its LUMO energy is -0.0523 Eh. Its structure (SMILES) is CNN=C=O.II. The value obtained for the energy above the lowest of the compared OMol25 structures with the same formula, charge and spin is 10.5 kcal per mole. The orbital gap comes out at 7.508 eV.

The geometry in ORCA input format:
```
! RIJCOSX wB97M-V def2-TZVPD def2/J DEFGRID3
* xyz 0 1
C 0.248 -1.948 -0.455
N -0.306 -0.660 -0.521
N 0.351 0.383 0.133
C 0.778 0.838 1.137
O 1.382 1.515 1.866
H -0.581 -2.678 -0.231
H 0.569 -2.303 -1.483
H 1.112 -2.024 0.337
H -1.249 -0.465 -0.287
I -0.061 4.381 -0.261
I -2.242 2.962 -0.235
*
```

---

Record 5
The following is a quantum chemistry calculation of one molecule with the formula C2H4IN in a non-equilibrium geometry, from OMol25.

The electronic energy is -430.9778 Ha. Its LUMO energy is -0.0138 Eh. Its structure (SMILES) is C=CNI. The value obtained for the energy above the lowest of the compared OMol25 structures with the same formula, charge and spin is 34.7 kcal per mole. The orbital gap comes out at 7.801 eV.

The geometry in ORCA input format:
```
! RIJCOSX wB97M-V def2-TZVPD def2/J DEFGRID3
* xyz 0 1
C -1.358 0.207 -0.072
C -0.035 0.337 0.081
N 0.986 -0.598 -0.007
I 2.929 -0.005 0.110
H -1.683 -0.742 -0.352
H -1.883 0.980 0.478
H 0.256 1.358 0.335
H 0.787 -1.537 -0.573
*
```

---

Record 6
The following is a quantum chemistry calculation of a 2-piece molecular cluster, C2H4IN2 overall in a non-equilibrium geometry, from OMol25.

The electronic energy is -485.4102 Ha. Its LUMO energy (spin up / spin down) is -0.2344 / -0.2530 Eh. The value obtained for the energy above the lowest of the compared OMol25 structures with the same formula, charge and spin is 68.3 kcal per mole. The orbital gap (spin up / spin down) comes out at 7.572 / 6.494 eV.

The geometry in ORCA input format:
```
! RIJCOSX wB97M-V def2-TZVPD def2/J DEFGRID3
* xyz 1 1
C -0.691 -1.864 -0.032
C -0.030 0.487 -0.036
N -0.189 -0.683 -0.154
N -0.205 1.754 -0.046
I 3.285 0.090 -0.043
H -0.579 -2.117 0.948
H -0.923 -2.337 -0.974
H 0.402 2.482 0.364
H -1.069 2.190 -0.028
*
```

---

Record 7
The following is a quantum chemistry calculation of one molecule with the formula C2H4IN3 in a non-equilibrium geometry, from OMol25.

The electronic energy is -540.3894 Ha. Its LUMO energy (spin up / spin down) is -0.0062 / -0.0061 Eh. The value obtained for the energy above the lowest of the compared OMol25 structures with the same formula, charge and spin is 63.1 kcal per mole. The orbital gap (spin up / spin down) comes out at 7.875 / 7.877 eV.

The geometry in ORCA input format:
```
! RIJCOSX wB97M-V def2-TZVPD def2/J DEFGRID3
* xyz 0 1
C 0.600 0.868 -0.762
C -0.795 -0.869 1.144
N 0.050 -0.028 -1.495
N -0.394 -1.179 -1.178
N -0.770 -1.553 0.030
I -2.318 -1.429 2.557
H 0.665 0.506 0.281
H 0.848 1.771 -1.270
H 0.023 -0.220 1.480
H -1.614 -2.184 -0.118
*
```

---

Record 8
The following is a quantum chemistry calculation of a 2-piece molecular cluster, C2H4IN3S overall in a non-equilibrium geometry, from OMol25.

The electronic energy is -938.5536 Ha. Its LUMO energy (spin up / spin down) is 0.0229 / -0.0191 Eh. The value obtained for the energy above the lowest of the compared OMol25 structures with the same formula, charge and spin is 26.3 kcal per mole. The orbital gap (spin up / spin down) comes out at 7.478 / 8.490 eV.

The geometry in ORCA input format:
```
! RIJCOSX wB97M-V def2-TZVPD def2/J DEFGRID3
* xyz 0 3
C 0.448 0.860 -1.271
C 1.818 -1.643 1.064
N -2.683 -0.350 1.289
N 0.887 0.070 -0.382
N -1.662 0.198 1.106
S 0.254 -1.189 0.411
I 2.054 -2.896 2.609
H 1.232 1.610 -1.415
H -0.532 0.952 -1.709
H 2.585 -0.804 0.870
H -2.873 -1.413 1.133
*
```

---

Record 9
The following is a quantum chemistry calculation of C2H4INS as an isolated structure in a non-equilibrium geometry, from OMol25.

The electronic energy is -829.1732 Ha. Its LUMO energy is 0.0033 Eh. The value obtained for the energy above the lowest of the compared OMol25 structures with the same formula, charge and spin is 31.2 kcal per mole. The orbital gap comes out at 9.266 eV.

The geometry in ORCA input format:
```
! RIJCOSX wB97M-V def2-TZVPD def2/J DEFGRID3
* xyz 0 1
C -0.864 0.563 -0.559
C 1.402 -0.563 0.445
N -1.616 -0.296 0.329
S 0.821 0.442 -0.890
I -1.855 2.078 -1.741
H 2.062 -1.473 0.092
H 0.568 -0.681 1.028
H 2.059 -0.009 0.968
H -2.576 -0.062 0.327
*
```

---

Record 10
The following is a quantum chemistry calculation of a 2-piece molecular cluster, C2H4INS overall in a non-equilibrium geometry, from OMol25.

The electronic energy is -829.0804 Ha. Its LUMO energy (spin up / spin down) is -0.0521 / -0.0568 Eh. The value obtained for the energy above the lowest of the compared OMol25 structures with the same formula, charge and spin is 89.4 kcal per mole. The orbital gap (spin up / spin down) comes out at 7.042 / 6.997 eV.

The geometry in ORCA input format:
```
! RIJCOSX wB97M-V def2-TZVPD def2/J DEFGRID3
* xyz 0 1
C -1.209 0.113 0.223
C 1.151 -0.143 0.116
N -0.199 -0.594 -0.130
S -0.828 2.819 0.009
I -3.118 -0.614 -0.182
H 1.191 0.940 -0.003
H 1.451 -0.391 1.137
H 1.834 -0.623 -0.584
H -0.273 -1.507 -0.584
*
```

---

Record 11
The following is a quantum chemistry calculation of a 2-piece molecular cluster, C2H4INS overall in a non-equilibrium geometry, from OMol25.

The electronic energy is -829.1481 Ha. Its LUMO energy (spin up / spin down) is 0.0336 / -0.1183 Eh. The value obtained for the energy above the lowest of the compared OMol25 structures with the same formula, charge and spin is 0.0 kcal per mole. The orbital gap (spin up / spin down) comes out at 10.803 / 6.277 eV.

The geometry in ORCA input format:
```
! RIJCOSX wB97M-V def2-TZVPD def2/J DEFGRID3
* xyz 0 3
C 0.741 0.531 -0.105
C 0.284 -0.863 0.272
N 0.006 1.338 -0.693
S 2.339 0.989 0.358
I -4.143 -0.304 0.027
H 1.078 -1.636 0.250
H -0.608 -1.312 -0.290
H -0.211 -0.844 1.293
H 0.514 2.101 -1.112
*
```

---

Record 12
The following is a quantum chemistry calculation of a 2-piece molecular cluster, C2H4IO4S overall in a non-equilibrium geometry, from OMol25.

The electronic energy is -1075.5366 Ha. Its LUMO energy is 0.1180 Eh. The value obtained for the energy above the lowest of the compared OMol25 structures with the same formula, charge and spin is 2.3 kcal per mole. The orbital gap comes out at 7.137 eV.

The geometry in ORCA input format:
```
! RIJCOSX wB97M-V def2-TZVPD def2/J DEFGRID3
* xyz -1 1
I -10.112 -12.378 -22.809
C -6.595 -12.989 -21.484
C -7.302 -12.589 -20.188
O -6.712 -11.323 -19.809
S -5.475 -10.956 -20.717
O -4.352 -10.690 -19.897
O -5.868 -10.019 -21.690
O -5.285 -12.378 -21.367
H -7.166 -12.646 -22.348
H -6.446 -14.062 -21.550
H -7.093 -13.298 -19.385
H -8.368 -12.464 -20.364
*
```